1.
{
  "formula": "C6H10I2O",
  "method": "ωB97M-V/def2-TZVPD",
  "homo_lumo_gap_ev": 9.10,
  "homo_energy_ev": -9.42,
  "species": ["C", "C", "C", "C", "C", "C", "O", "I", "I", "H", "H", "H", "H", "H", "H", "H", "H", "H", "H"],
  "xyz": [[-1.290, 1.815, 0.626], [1.611, -0.671, -0.336], [-0.478, -0.544, -1.515], [-0.475, -1.273, 0.980], [0.089, 1.101, 0.322], [0.137, -0.394, -0.039], [-2.287, 1.227, 0.876], [-1.394, 3.973, 0.496], [1.214, 1.626, 2.187], [2.078, 0.326, -0.401], [1.715, -1.407, -1.160], [2.197, -1.067, 0.478], [-1.600, -0.141, -1.532], [-0.664, -1.623, -1.680], [-0.012, -0.099, -2.278], [-0.383, -2.339, 0.563], [0.110, -1.347, 1.827], [-1.546, -1.086, 1.153], [0.978, 1.922, -0.566]]
}

=====

2.
{
  "formula": "C4H3KO5",
  "method": "ωB97M-V/def2-TZVPD",
  "homo_lumo_gap_ev": 7.89,
  "homo_energy_ev": -8.20,
  "species": ["O", "C", "C", "C", "O", "C", "O", "O", "O", "H", "H", "H", "K"],
  "xyz": [[-5.187, 1.635, -0.049], [-4.076, 1.531, 0.093], [0.202, -2.204, 0.321], [1.696, -2.119, 0.428], [2.357, -1.238, -0.434], [2.356, 0.124, -0.181], [1.490, 0.543, 0.633], [3.201, 0.761, -0.802], [-0.526, -1.390, -0.211], [-0.232, -3.113, 0.789], [2.093, -3.125, 0.226], [1.903, -1.905, 1.494], [-0.812, 1.059, 0.208]]
}

=====

3.
{
  "formula": "C4H6OS",
  "method": "ωB97M-V/def2-TZVPD",
  "homo_lumo_gap_ev": [8.40, 8.35],
  "homo_energy_ev": [-8.16, -8.30],
  "species": ["C", "C", "C", "C", "O", "S", "H", "H", "H", "H", "H", "H"],
  "xyz": [[-0.375, -1.786, -0.027], [2.464, 0.155, 0.066], [-0.102, -0.521, -0.011], [-0.690, 0.783, -0.042], [2.721, 1.296, -0.083], [-2.583, 0.724, 0.025], [-1.406, -2.136, -0.055], [0.379, -2.553, -0.014], [3.135, -0.688, 0.254], [-0.384, 1.380, 0.819], [-0.439, 1.301, -0.966], [-2.721, 2.046, 0.035]]
}

=====

4.
{
  "formula": "C5H14N2O",
  "method": "ωB97M-V/def2-TZVPD",
  "homo_lumo_gap_ev": 9.44,
  "smiles": "C[C@H](O)[C@H](C)NCN",
  "homo_energy_ev": -8.51,
  "species": ["C", "C", "O", "C", "C", "N", "C", "N", "H", "H", "H", "H", "H", "H", "H", "H", "H", "H", "H", "H", "H", "H"],
  "xyz": [[-1.198, -1.237, 1.941], [-0.342, -0.006, 1.517], [-1.138, 1.188, 1.887], [-0.184, 0.123, -0.053], [-1.403, -0.020, -0.945], [0.835, -0.664, -0.610], [2.029, 0.038, -1.133], [1.755, 1.099, -2.029], [-0.655, -2.233, 1.630], [-1.221, -1.199, 3.122], [-2.181, -1.269, 1.475], [0.692, -0.101, 2.025], [-0.857, 1.383, 2.791], [0.164, 1.174, -0.165], [-1.518, -0.892, -1.643], [-1.153, 0.783, -1.730], [-2.426, 0.250, -0.461], [0.399, -1.235, -1.387], [2.527, 0.680, -0.261], [2.876, -0.835, -1.444], [1.587, 1.057, -3.015], [1.412, 1.914, -1.511]]
}

=====

Looking at relative energy (zero: lowest compared OMol25 entry of this formula, charge and spin) for the records above, in order, we have 29.9, 0.0, 113.8, 81.6 kcal/mol.
Looking at calculated total energy for the records above, in order, we have -905.1525, -1130.3904, -629.2659, -383.5707 a.u..